95
Properties=species:S:1:pos:R:3:forces:R:3 method="wB97M-V/def2-TZVPD" homo_lumo_gap_ev=5.73 spin_multiplicity=1 charge=-1 energy_ev=-103902.80060 homo_energy_ev=-3.4265 e_above_lowest_ev=0.122 lumo_energy_ev=2.30
C 4.91363 -0.14991 -0.10440 0.0 0.0 0.0
H 5.09568 -0.39095 0.93287 0.0 0.0 0.0
C 2.34394 -4.45354 -0.07828 0.0 0.0 0.0
S -0.42272 -0.37818 3.93309 0.4 0.1 -0.3
C 2.46729 -3.07967 -0.22412 0.0 0.0 0.0
C -2.24048 -1.77444 -3.16115 0.0 0.0 -0.1
C -3.64636 1.41001 5.55996 -0.1 0.0 0.0
Pt -0.09192 0.27774 0.03924 0.4 0.7 -0.6
H -4.22536 -3.69518 0.49214 0.0 0.0 0.0
C -0.31826 -0.11078 -4.91132 0.0 0.0 0.0
C -2.66736 0.47482 5.26140 0.0 0.0 0.0
H 3.91117 -1.12697 2.84681 0.0 0.0 0.0
O 0.83029 0.29241 4.18753 -0.1 0.0 0.0
H -3.38612 0.74612 -1.21288 0.0 -0.2 0.0
H 2.38632 3.55385 3.32222 0.0 0.0 0.0
H 3.95225 2.58522 4.97446 0.0 0.0 0.0
C -4.56689 -0.92131 -1.92176 0.0 0.0 -0.1
O -0.65796 -1.58861 4.68508 -0.1 0.0 0.0
C 1.98909 -4.99245 1.15281 0.0 0.0 0.0
C 3.42881 0.11621 -1.93998 0.1 -0.1 0.1
H -3.37996 -3.47864 -3.79680 0.0 0.0 0.0
H -5.46920 -2.70375 -2.71891 0.0 0.0 0.0
H -4.44267 -2.58371 2.74877 0.0 0.0 0.0
C -2.18391 2.41863 -3.54924 -0.1 0.0 0.0
H -4.42364 1.18032 6.28318 0.1 0.0 0.0
C 2.73958 2.53663 3.20485 0.0 0.0 -0.1
N -1.35555 -1.94693 0.63899 -0.2 -0.4 0.3
H 3.45039 -0.82600 -4.60061 0.0 0.1 0.0
S -1.81721 1.77665 0.30963 0.1 -0.4 -0.2
H -0.06929 -0.47514 -7.01188 0.0 0.0 0.0
H -3.19710 3.95776 -4.65254 0.0 0.0 0.0
C 5.74922 0.61669 -2.21688 0.0 0.0 0.0
H -1.38470 0.06029 -4.99495 0.0 0.0 0.0
C 1.77374 -0.68412 -5.92546 0.0 0.0 0.0
C -1.68465 2.01334 3.68702 0.0 -0.1 0.1
P -0.73171 0.39600 -2.15602 0.2 1.2 0.9
C 1.91774 -2.77371 2.09478 0.0 0.0 0.0
C 0.28341 -0.00904 -3.66049 -0.1 -0.3 0.1
C 0.41736 -0.42434 -6.04565 -0.1 0.0 0.0
H -2.65252 -0.50087 5.73461 0.0 0.1 -0.1
C -0.20492 3.10337 -2.37333 -0.1 0.0 0.0
H 0.34393 5.16284 -2.56489 0.0 0.0 0.0
C 2.28922 1.76701 2.14200 0.1 -0.1 0.0
H -5.46772 -0.59380 -1.41448 0.1 0.0 0.0
P 2.11867 -0.42598 0.51199 0.2 -0.7 -0.2
C -0.36406 4.39305 -2.85019 0.0 -0.1 0.0
C -2.66578 2.94154 3.98090 0.0 0.0 0.0
H 6.56510 0.96257 -2.83963 0.0 0.0 0.0
C 1.78061 -4.15056 2.23651 0.0 0.1 0.0
N -0.47451 -0.64395 2.33081 -0.8 -0.5 -0.3
H 1.74486 -2.13084 2.94893 -0.1 0.0 0.0
C -1.69197 0.78082 4.32927 -0.1 0.1 0.0
C -4.56630 -2.10803 -2.64512 0.0 0.0 0.0
C 3.61020 -0.18393 -0.59308 0.0 0.1 0.2
C -1.44380 4.70738 -3.67060 0.0 0.0 0.0
C 4.03471 0.67450 4.00000 0.0 0.0 0.0
N -2.62338 -1.65170 2.62873 0.2 0.1 0.0
H -5.46763 3.23325 5.64699 -0.1 -0.1 0.0
H -2.68304 3.89593 3.46164 0.0 -0.1 0.0
H 4.69136 0.23549 4.74263 0.0 0.0 0.0
C 3.59445 -0.09346 2.93173 0.0 0.0 0.0
H -1.57556 5.72067 -4.03513 0.0 -0.1 0.0
N -4.62891 3.61169 5.24161 0.2 -0.1 0.1
C 2.72263 0.45033 1.99073 0.0 0.1 0.0
C -3.55961 -2.44078 2.12836 0.1 0.1 0.1
C -2.24861 -0.56467 -2.47307 0.0 -0.3 0.3
C -3.45539 -3.05095 0.89200 0.0 0.0 0.0
C 1.65967 -0.19459 -3.58542 -0.1 0.0 -0.2
C 2.40201 -0.58462 -4.69455 0.1 0.0 0.0
C -3.39758 -2.53974 -3.25492 0.0 0.0 0.0
C 5.98527 0.20824 -0.91314 -0.1 0.0 0.1
H 6.99216 0.20264 -0.51330 -0.1 0.0 0.0
H 2.72255 -2.66121 -1.19324 0.0 -0.1 0.0
H -2.90884 1.65815 -3.81821 0.0 0.0 0.0
H 1.56879 2.16834 1.43599 0.0 0.0 0.0
H -4.83023 4.25768 4.49791 0.0 0.0 -0.1
H 1.86758 -6.06374 1.26389 0.0 0.0 0.0
C 3.61411 1.99185 4.13286 0.0 -0.1 0.0
C -1.52005 -1.43866 1.88306 0.0 0.1 0.2
C -2.35247 3.71966 -4.01595 0.0 0.0 0.0
H 4.27473 0.94390 -3.73779 0.0 -0.1 0.0
C 2.25237 -2.22239 0.85745 0.0 0.0 0.0
C -3.65740 2.64672 4.91573 -0.1 0.0 0.0
H -2.14688 -3.15635 -0.80966 0.0 0.0 0.0
H 1.48377 -4.55336 3.19940 0.1 0.0 -0.1
C -3.41161 -0.15936 -1.82208 -0.3 0.1 -0.1
H 2.50749 -5.10467 -0.93062 0.0 0.0 0.0
O 2.14250 -0.01826 -2.34060 0.0 0.1 0.1
H 0.59993 2.85802 -1.69220 0.0 0.0 0.0
H 2.35858 -0.95414 -6.79591 0.0 0.0 0.0
H -0.92292 2.22655 2.94617 -0.1 0.0 0.0
H -1.33027 -2.12289 -3.63335 0.0 0.0 0.0
C -2.30856 -2.74189 0.17985 0.2 0.0 0.0
C -1.11934 2.10564 -2.71557 0.1 -0.1 -0.1
C 4.46578 0.58219 -2.73721 0.0 0.1 -0.1